No. 1
The following is a quantum chemistry calculation of the molecule C15H12N4O in a non-equilibrium geometry, from the OMol25 dataset.

```
32
Properties=species:S:1:pos:R:3:forces:R:3:nbo_charge:R:1
C -0.39678 -5.20220 1.03289 -2.204 0.079 -1.650 -0.27
O 0.85061 -4.68634 0.60913 -0.555 1.459 0.550 -0.51
C 0.60595 -3.41408 0.14560 1.912 1.133 -2.076 0.50
C 1.00747 -3.14258 -1.19581 -0.499 1.035 0.209 -0.32
C 0.84195 -1.85039 -1.77336 0.370 -1.662 1.043 -0.12
C 0.38530 -0.81930 -0.96338 0.149 -0.679 1.225 -0.15
C 0.21813 0.61599 -1.06865 -1.167 -2.281 3.772 -0.09
C 0.66291 1.34978 -2.20770 1.479 1.986 -1.376 -0.54
C 0.02811 0.94839 -3.47119 -1.512 -0.565 0.054 0.29
N -0.69160 0.47156 -4.24209 1.027 0.610 0.297 -0.31
C -0.17577 0.98523 0.22778 -0.240 0.641 -0.622 0.23
C -0.34801 2.32635 0.86990 -1.099 0.843 -1.080 -0.06
C -1.21352 3.30919 0.30321 -0.068 0.576 -0.402 -0.24
C -1.38307 4.58041 0.86631 0.830 -2.076 2.054 0.03
N -0.69493 4.88636 2.00928 0.974 0.061 -0.632 -0.41
C 0.24050 4.02033 2.51036 -1.341 -0.409 -1.754 0.04
C 0.34709 2.67996 2.02279 -0.341 1.002 -0.035 -0.25
N -0.32355 -0.13533 1.03940 0.856 1.377 -1.019 -0.53
C 0.11847 -1.21414 0.37721 -0.612 -2.009 -0.726 0.37
N 0.15825 -2.46282 0.90936 -0.426 1.325 0.664 -0.49
H -0.80608 -5.67880 0.08675 0.217 -0.453 1.491 0.18
H -1.15720 -4.39638 1.19699 0.883 -0.450 0.296 0.20
H -0.35550 -5.79258 1.93912 0.326 -0.419 -0.236 0.20
H 1.46083 -3.99925 -1.64821 0.087 -0.043 -0.878 0.23
H 1.07935 -1.61671 -2.78405 0.315 -0.310 -0.755 0.22
H 0.64045 2.42415 -2.02638 -0.594 0.178 -0.306 0.27
H 1.73596 1.21457 -2.30348 0.389 -0.345 -0.275 0.26
H -1.84952 3.21349 -0.58465 0.579 -0.911 0.153 0.23
H -2.21486 5.18581 0.45802 0.947 0.186 0.640 0.21
H 0.98492 4.41303 3.21502 -0.813 -0.183 0.113 0.21
H 0.92795 1.90020 2.49704 0.435 0.344 0.140 0.22
H -0.68384 -0.11389 1.95281 -0.306 -0.040 1.122 0.42
```
Forces are in eV/Å.

LUMO level   0.0 eV
F_max   4.560 eV/A
Energy relative to the best compared isomer or geometry (same formula, charge and spin)   26.8 kcal per mole
Total charge   0
SMILES   COc1ccc2c(CC#N)c(-c3ccncc3)[nH]c2n1
Electronic energy   -23755.8632 eV
HOMO   -8.50 eV

No. 2
The following is a quantum chemistry calculation of the molecule C15H12N4OS in a non-equilibrium geometry, from the OMol25 dataset.

```
33
Properties=species:S:1:pos:R:3:forces:R:3:nbo_charge:R:1
O -5.90183 0.44020 0.07349 -0.226 -0.014 0.017 -0.66
C -4.55554 0.53253 -0.02467 0.451 -0.005 -0.050 0.34
C -3.83998 1.58767 0.54052 -0.139 -0.038 -0.011 -0.30
C -2.47005 1.64082 0.41736 0.082 -0.195 -0.141 -0.12
C -1.78154 0.64150 -0.27736 -0.745 -0.001 0.103 -0.18
C -0.34800 0.68829 -0.41775 1.057 -0.008 -0.225 0.13
N 0.32754 1.60930 0.14920 -1.274 0.238 0.358 -0.24
N 1.66812 1.65525 0.04724 1.475 -0.033 -0.406 -0.24
C 2.61875 0.65133 -0.04949 0.484 0.327 -0.006 0.31
C 2.37024 -0.77853 0.08243 -0.007 -0.461 0.042 -0.12
C 1.48027 -1.26648 1.03815 0.127 0.060 -0.046 -0.14
C 1.27778 -2.62827 1.15806 -0.055 -0.032 0.054 -0.23
C 1.96125 -3.51109 0.33741 0.011 -0.045 -0.020 -0.20
C 2.86266 -3.02979 -0.59817 0.024 -0.099 0.005 -0.21
C 3.07217 -1.66945 -0.72568 -0.118 0.180 0.058 -0.17
N 3.80673 1.16185 -0.16515 0.219 -0.872 -0.017 -0.25
N 3.64551 2.49920 -0.15787 -0.969 -0.173 0.132 -0.38
C 2.34499 2.86385 -0.00166 0.097 0.281 -0.077 0.20
S 1.73687 4.37897 0.05901 -0.251 0.582 0.036 -0.22
C -2.50645 -0.41193 -0.84245 0.245 0.302 0.164 -0.14
C -3.87596 -0.46942 -0.71752 -0.447 0.088 0.104 -0.28
H -6.25350 1.19279 0.56568 0.097 -0.096 -0.068 0.48
H -4.36883 2.36590 1.07478 -0.036 0.073 0.046 0.21
H -1.90536 2.45421 0.84367 0.042 0.115 0.070 0.24
H 0.11326 -0.09869 -1.02245 0.010 0.119 0.028 0.18
H 0.95694 -0.58319 1.69120 -0.042 0.054 0.030 0.22
H 0.58636 -3.00097 1.89881 -0.050 -0.037 0.065 0.22
H 1.79624 -4.57378 0.43286 -0.012 -0.088 0.004 0.22
H 3.40462 -3.71688 -1.23049 0.044 -0.055 -0.052 0.22
H 3.77314 -1.28030 -1.44740 0.066 0.032 -0.084 0.23
H 4.43409 3.12257 -0.20384 -0.163 -0.013 0.007 0.43
H -1.98443 -1.19042 -1.37995 0.058 -0.086 -0.063 0.21
H -4.44608 -1.27705 -1.14799 -0.055 -0.100 -0.056 0.23
```
Forces are in eV/Å.

LUMO level   0.0 eV
F_max   1.531 eV/A
Total charge   0
SMILES   Oc1ccc(/C=N/n2c(-c3ccccc3)n[nH]c2=S)cc1
Electronic energy   -34591.8769 eV
HOMO   -7.70 eV

No. 3
The following is a quantum chemistry calculation of a structure of composition C15H12N5O4OsSe in a non-equilibrium geometry, from the OMol25 dataset.

```
38
Properties=species:S:1:pos:R:3:forces:R:3:nbo_charge:R:1
Os 6.83471 8.82676 6.90520 -0.317 -0.369 0.780 1.60
Se 13.39235 4.98266 6.47610 1.013 -1.193 -0.432 1.54
N 11.75872 4.63057 5.93580 -1.577 -1.322 -0.677 -0.61
C 10.99544 5.65949 6.08147 1.906 0.878 0.568 0.23
C 9.59000 5.80380 5.80960 -0.831 -2.499 -0.886 -0.13
C 8.84205 4.72908 5.19651 2.657 -0.264 1.091 -0.03
C 7.50550 4.82806 5.15167 -1.707 1.447 0.326 -0.21
C 6.87794 5.99814 5.66755 0.059 -0.201 -1.105 0.17
N 7.58906 7.02887 6.16605 -0.874 -0.537 -0.176 -0.51
C 8.92709 6.89714 6.26174 0.397 0.391 0.402 0.27
C 9.65727 8.01046 6.87183 -0.114 0.289 -0.832 0.25
N 8.90399 9.09080 7.10902 0.281 -0.041 0.367 -0.50
C 9.52663 10.22742 7.51776 -0.987 -1.288 -0.441 0.13
C 10.86050 10.31121 7.60933 2.132 0.614 1.247 -0.22
C 11.64546 9.18047 7.41465 1.762 1.451 0.275 -0.01
C 11.06560 8.01532 7.01108 -1.198 -0.853 -0.512 -0.10
C 11.76097 6.82103 6.64186 1.644 -0.051 0.388 0.27
N 13.10401 6.61761 6.81450 -2.574 1.971 0.414 -0.64
H 9.40832 3.80349 4.94476 -0.619 0.846 -0.203 0.29
H 6.86718 4.09828 4.70399 -0.186 -0.522 -0.099 0.29
H 5.78296 6.09222 5.51730 0.806 0.227 0.531 0.27
H 8.90832 11.01758 7.79834 -1.013 1.290 0.213 0.25
H 11.31102 11.22786 8.02091 -0.204 -0.437 -0.521 0.29
H 12.74180 9.24391 7.54812 -0.717 -0.085 -0.066 0.29
O 3.67728 10.59548 7.20356 0.148 0.344 0.203 -0.07
N 4.69796 10.08104 7.12360 0.019 -1.292 -0.695 0.70
O 5.89848 10.57766 7.39860 -0.424 -0.705 -0.150 -0.46
O 4.85398 8.77232 6.68020 0.297 1.484 0.396 -0.49
C 4.75542 8.45920 10.19667 -1.317 -0.931 -1.550 -0.75
C 5.97459 7.59684 9.97560 -1.097 1.101 -1.040 0.70
C 6.25908 6.66168 11.04903 0.678 -0.113 0.719 -0.75
O 6.59742 7.59201 8.86082 -0.398 0.338 1.555 -0.71
H 4.33246 8.59268 11.19714 0.427 -0.839 0.018 0.29
H 3.96626 7.89039 9.52131 1.205 1.263 1.303 0.28
H 4.84268 9.47870 9.86667 0.280 0.393 -0.731 0.24
H 6.39121 7.27851 12.02371 0.501 -1.086 -1.541 0.31
H 7.05290 5.98710 10.66033 -0.308 0.304 1.225 0.25
H 5.33474 6.11636 11.31164 0.252 -0.004 -0.365 0.30
```
Forces are in eV/Å.

Multiplicity   5
LUMO level (spin up / spin down)   -11.0 / -13.9 eV
F_max   3.268 eV/A
Energy relative to the best compared isomer or geometry (same formula, charge and spin)   7.9 kcal per mole
Total charge   +3
Electronic energy   -99168.6736 eV
HOMO (spin up / spin down)   -19.30 / -19.71 eV

Q: Among the records above, which one has the lowest F_max?
A: C15H12N4OS

Q: What is the F_max in the second record?
A: 1.531 eV/A